# C19H12AsBrF8N3O5STi

C19H12AsBrF8N3O5STi as an isolated structure at a distorted geometry (wB97M-V/def2-TZVPD, the OMol25 dataset).

As for the energy relative to the best compared isomer or geometry (same formula, charge and spin): 474.9 kJ/mol. The expectation value of S² is 0.908. The value obtained for the LUMO energy (alpha / beta) is 3.5979 / 3.5985 eV. For the total energy, the calculation gives -221181.8757 eV. The calculation puts the HOMO-LUMO gap (alpha / beta) at 0.1213 / 0.1451 hartree. Its charge is -2. As for the multiplicity: 2.

Last column: Löwdin spin population.
CARTESIAN COORDINATES (ANGSTROEM)
Ti (0.611, 0.061, -0.445)  0.408
F (-0.786, -0.039, 4.925)  0.006
C (0.181, -0.037, 3.957)  0.022
C (-0.170, 0.015, 2.630)  -0.002
C (0.816, 0.003, 1.640)  0.026
C (2.175, -0.052, 2.035)  0.011
C (2.468, -0.100, 3.394)  0.016
F (3.760, -0.148, 3.844)  0.003
C (1.498, -0.099, 4.372)  -0.003
C (3.159, -0.022, 0.939)  0.089
C (4.537, -0.211, 1.072)  -0.002
C (5.363, -0.143, -0.032)  0.109
C (4.784, 0.079, -1.290)  0.016
C (3.428, 0.239, -1.371)  0.061
N (2.616, 0.224, -0.291)  0.049
H (-1.221, 0.061, 2.366)  -0.001
H (1.764, -0.128, 5.420)  -0.001
H (4.953, -0.404, 2.048)  -0.003
H (6.436, -0.254, 0.071)  0.009
H (5.388, 0.130, -2.187)  -0.001
H (2.929, 0.410, -2.316)  0.003
C (-0.898, -2.136, -3.188)  0.000
O (-0.254, -0.884, -3.347)  0.016
C (-0.451, 0.031, -2.341)  0.061
O (0.408, 0.978, -2.210)  0.030
H (-0.964, -2.574, -4.184)  0.000
H (-1.906, -2.028, -2.779)  0.000
H (-0.301, -2.769, -2.528)  0.000
F (-0.635, 1.839, -0.009)  0.006
As (0.393, 3.330, -0.219)  0.001
F (-0.861, 4.109, 0.713)  0.000
F (-0.441, 3.701, -1.673)  0.000
F (1.177, 4.902, -0.224)  0.000
F (1.766, 2.774, -1.081)  0.010
F (1.199, 2.900, 1.242)  0.003
O (1.567, -4.188, -0.471)  0.107
S (1.351, -2.860, 0.169)  0.140
N (1.164, -1.710, -0.787)  -0.011
Br (-7.192, 0.775, -2.258)  0.001
C (-5.855, 0.014, -1.130)  -0.004
C (-6.257, -0.677, -0.005)  -0.035
N (-5.363, -1.219, 0.824)  -0.002
C (-4.077, -1.086, 0.537)  -0.017
C (-3.590, -0.413, -0.591)  -0.016
C (-4.522, 0.168, -1.445)  -0.029
C (-2.162, -0.361, -0.840)  -0.062
O (-1.835, 0.196, -2.019)  0.002
O (-1.285, -0.802, -0.096)  -0.011
H (-7.304, -0.785, 0.250)  -0.003
H (-3.365, -1.542, 1.216)  -0.001
H (-4.195, 0.732, -2.306)  -0.002